Entry 1:
{"formula": "C20H58CuO18", "method": "wB97M-V/def2-TZVPD", "homo_lumo_gap_ev": [7.7306, 6.2642], "spin_multiplicity": 2, "s2": 0.7573, "largest_force_ha_per_bohr": 0.072, "energy_ev": -103167.067, "homo_energy_ev": [-7.9, -7.7], "charge": 0, "e_above_lowest_kcal_mol": 21.93, "elements": ["Cu", "C", "C", "O", "H", "H", "H", "H", "H", "C", "C", "O", "H", "H", "H", "H", "H", "C", "C", "O", "O", "H", "H", "H", "H", "H", "H", "C", "C", "O", "O", "H", "H", "H", "H", "H", "H", "C", "C", "O", "O", "H", "H", "H", "H", "H", "H", "C", "C", "O", "O", "H", "H", "H", "H", "H", "H", "C", "C", "O", "O", "H", "H", "H", "H", "H", "H", "C", "C", "O", "O", "H", "H", "H", "H", "H", "H", "C", "C", "O", "O", "H", "H", "H", "H", "H", "H", "C", "C", "O", "O", "H", "H", "H", "H", "H", "H"], "xyz": [[-0.423, 0.219, -0.095], [-3.973, 1.836, 1.540], [-3.234, 0.509, 1.333], [-1.885, 0.494, 1.657], [-4.000, 1.996, 2.618], [-5.024, 1.732, 1.272], [-3.350, 2.619, 1.108], [-3.263, 0.179, 0.295], [-3.794, -0.264, 1.859], [3.099, -1.044, 2.902], [1.682, -0.752, 2.443], [1.401, -0.483, 1.119], [3.448, -2.053, 2.680], [3.148, -0.660, 3.920], [3.801, -0.389, 2.386], [1.316, 0.109, 3.002], [0.990, -1.552, 2.707], [2.981, 2.119, -4.290], [3.642, 0.755, -4.698], [4.530, 0.423, -3.699], [2.268, 2.101, -3.093], [2.344, 2.434, -5.117], [3.782, 2.857, -4.241], [4.196, 0.922, -5.622], [2.984, -0.048, -5.031], [4.053, 0.309, -2.874], [1.809, 2.913, -2.866], [2.753, 3.162, 3.093], [1.531, 3.752, 2.321], [1.708, 4.241, 1.025], [3.698, 4.232, 3.291], [3.233, 2.378, 2.507], [2.563, 2.625, 4.022], [1.109, 4.560, 2.917], [0.795, 2.949, 2.340], [2.336, 4.967, 1.000], [3.814, 4.665, 2.443], [-0.992, 1.422, 5.421], [-0.805, -0.142, 5.372], [-1.673, -0.741, 4.404], [-0.639, 1.937, 4.131], [-0.341, 1.779, 6.219], [-2.045, 1.620, 5.623], [-1.022, -0.685, 6.292], [0.237, -0.347, 5.125], [-1.556, -0.317, 3.550], [-0.873, 1.308, 3.445], [4.592, -1.195, -0.764], [4.031, -2.635, -1.147], [3.133, -3.012, -0.159], [3.685, -0.135, -0.969], [5.426, -0.865, -1.383], [4.857, -1.278, 0.290], [4.911, -3.279, -1.146], [3.586, -2.613, -2.141], [2.496, -2.322, 0.037], [2.981, -0.365, -0.358], [-1.461, 2.506, -2.018], [-0.712, 3.177, -0.793], [0.262, 2.324, -0.131], [-1.896, 1.279, -1.677], [-0.702, 2.453, -2.798], [-2.277, 3.145, -2.357], [-1.535, 3.217, -0.079], [-0.437, 4.223, -0.927], [0.865, 2.836, 0.413], [-2.537, 0.899, -2.282], [-4.266, -1.179, -3.628], [-4.797, -1.380, -2.165], [-5.999, -0.694, -1.733], [-3.443, -0.033, -3.697], [-5.073, -1.017, -4.342], [-3.655, -1.973, -4.056], [-4.041, -1.268, -1.388], [-5.174, -2.401, -2.230], [-5.690, 0.204, -1.589], [-3.418, 0.086, -4.649], [-1.490, -4.472, 1.305], [-2.864, -3.994, 0.897], [-2.776, -3.721, -0.503], [-1.301, -5.873, 1.028], [-1.427, -4.301, 2.380], [-0.720, -3.802, 0.923], [-3.117, -3.075, 1.427], [-3.678, -4.677, 1.141], [-2.993, -4.536, -0.961], [-1.225, -5.966, 0.076], [-0.179, -2.250, -2.107], [0.630, -1.104, -2.906], [0.933, 0.008, -2.084], [-0.985, -1.738, -1.123], [0.579, -2.963, -1.783], [-0.761, -2.836, -2.818], [0.069, -0.658, -3.727], [1.432, -1.655, -3.396], [1.565, 0.557, -2.553], [-1.764, -2.297, -1.102]], "forces_ev_per_a": [[0.39, -0.24, 2.23], [0.91, -0.87, 0.87], [0.13, -0.43, -0.64], [1.61, 0.08, -0.49], [0.17, 0.24, 0.14], [0.11, 0.41, -0.64], [-0.65, 0.29, -0.30], [-0.62, 0.19, -0.62], [-0.07, -0.33, 0.46], [0.16, 0.86, -0.92], [-1.97, 0.25, 0.14], [0.26, 0.27, -2.84], [-0.16, -0.10, 0.57], [0.21, -0.91, 0.35], [0.02, 0.23, -0.35], [0.12, 0.36, 0.58], [0.16, -0.56, 0.75], [0.32, 0.05, -2.10], [-0.51, 1.72, 0.21], [0.95, -0.87, 0.09], [-0.18, -1.17, 0.79], [-0.30, 0.06, -0.19], [0.26, -0.09, 0.12], [0.30, 0.47, 0.06], [-0.72, -0.16, 0.66], [-0.22, -0.07, 0.66], [0.22, 0.11, -0.28], [0.52, 0.85, -1.79], [-0.34, -0.90, 3.01], [0.66, -0.27, -0.85], [-0.15, -0.36, 0.57], [0.01, -0.06, -0.55], [-0.61, 0.83, 0.23], [-0.01, -0.03, 0.32], [-0.23, 0.10, -0.47], [-0.04, 0.04, 0.04], [0.25, -0.09, 0.00], [-0.02, -2.40, -0.79], [-0.55, 0.53, -0.54], [0.17, 0.02, 0.81], [0.52, 0.69, 1.11], [0.02, 0.53, -0.29], [-0.02, 0.23, 0.21], [-0.09, 0.46, 0.25], [0.23, 0.03, -0.12], [-0.06, 0.00, -0.78], [-0.42, -0.08, -0.45], [0.32, -0.88, -1.16], [1.11, 2.63, 0.28], [-0.32, -1.28, 0.40], [-0.28, -0.50, 0.06], [0.49, -0.70, 0.16], [0.28, 0.13, 0.09], [-0.26, -0.38, 0.08], [-0.06, -0.02, -0.24], [-0.34, 0.51, 0.09], [-1.28, 0.82, 0.46], [2.79, 2.47, -0.07], [-2.16, -1.01, 1.19], [-0.97, -0.18, -2.16], [-0.25, -2.22, 1.87], [-0.02, -0.14, -0.64], [0.06, 0.35, 0.17], [-0.15, 0.32, 0.37], [0.64, -0.27, -0.47], [0.21, 0.32, -0.22], [-0.09, -0.20, -0.52], [-0.63, 0.55, 1.11], [-1.18, -1.31, -1.13], [1.45, 0.31, -1.03], [0.22, 0.81, -0.32], [-0.58, -0.25, 0.32], [-0.23, -0.81, 0.74], [0.30, -0.14, -0.29], [0.45, -0.33, 0.54], [-0.42, 0.41, 0.23], [0.63, 0.84, -0.02], [-0.66, -0.32, 1.43], [0.80, 0.47, 0.14], [-0.92, -0.02, -0.70], [0.06, 0.92, 0.10], [0.14, -0.63, 0.24], [0.06, -0.21, -0.56], [0.21, 0.29, -0.24], [0.20, -0.36, -0.19], [-0.07, 0.05, -0.20], [0.18, -0.07, -0.10], [2.07, 0.82, -2.33], [-1.90, -0.79, 0.15], [-0.29, -1.64, 0.93], [-0.25, 0.93, 0.69], [0.12, 0.10, 0.82], [-0.18, 0.22, -0.38], [-0.64, -0.48, -0.24], [0.76, 0.36, 0.41], [0.36, 0.86, 0.18], [-0.55, -0.24, 0.70]]}

=====

Entry 2:
{"formula": "C24H24N3O2PtSSbSe", "method": "wB97M-V/def2-TZVPD", "homo_lumo_gap_ev": [8.2944, 4.0199], "spin_multiplicity": 5, "s2": 6.0792, "largest_force_ha_per_bohr": 0.044, "energy_ev": -119788.413, "homo_energy_ev": [-13.6, -13.7], "charge": 2, "e_above_lowest_kcal_mol": 59.84, "elements": ["Pt", "S", "C", "N", "C", "C", "N", "H", "H", "H", "H", "H", "H", "C", "C", "O", "O", "H", "H", "H", "C", "C", "C", "C", "C", "C", "Sb", "C", "C", "C", "C", "C", "C", "C", "C", "C", "C", "C", "C", "H", "H", "H", "H", "H", "H", "H", "H", "H", "H", "H", "H", "H", "H", "H", "Se", "C", "N"], "xyz": [[1.729, -0.688, 0.042], [3.974, 0.455, -1.163], [5.464, -0.238, -0.716], [6.438, 0.440, -0.123], [7.600, -0.391, 0.152], [7.243, -1.698, -0.582], [5.844, -1.496, -0.934], [6.365, 1.403, 0.160], [7.708, -0.541, 1.232], [8.513, 0.070, -0.227], [7.348, -2.576, 0.056], [7.844, -1.846, -1.484], [5.336, -2.154, -1.501], [0.749, 3.513, 0.463], [0.516, 2.030, 0.348], [-0.659, 1.621, 0.249], [1.532, 1.287, 0.364], [-0.144, 4.057, 0.168], [1.591, 3.797, -0.164], [0.996, 3.749, 1.499], [-6.269, -1.289, -0.364], [-5.771, -0.059, 0.025], [-4.402, 0.114, 0.178], [-3.569, -0.950, -0.087], [-4.042, -2.190, -0.450], [-5.416, -2.351, -0.599], [-1.350, -0.617, -0.027], [-1.691, -0.203, 2.165], [-1.355, -1.252, 2.997], [-1.512, -1.099, 4.368], [-2.046, 0.078, 4.865], [-2.390, 1.108, 4.006], [-2.198, 0.985, 2.637], [-1.390, 0.383, -2.018], [-2.527, 0.969, -2.530], [-2.405, 1.808, -3.633], [-1.165, 2.026, -4.209], [-0.043, 1.382, -3.713], [-0.151, 0.557, -2.606], [-7.335, -1.425, -0.466], [-6.432, 0.773, 0.221], [-4.011, 1.070, 0.500], [-3.386, -3.029, -0.624], [-5.803, -3.313, -0.899], [-0.982, -2.183, 2.586], [-1.231, -1.905, 5.030], [-2.205, 0.186, 5.929], [-2.818, 2.019, 4.394], [-2.420, 1.817, 1.982], [-3.502, 0.793, -2.091], [-3.281, 2.302, -4.025], [-1.068, 2.701, -5.046], [0.919, 1.538, -4.173], [0.744, 0.070, -2.203], [2.369, -5.394, 0.042], [2.154, -3.693, 0.025], [1.995, -2.519, -0.025]], "forces_ev_per_a": [[0.03, 2.05, -0.02], [-0.75, -0.02, 0.11], [-0.08, -0.09, 0.09], [-0.09, -0.06, -0.18], [0.44, -0.13, 0.19], [0.43, -0.33, 0.02], [0.02, 0.01, 0.18], [-0.22, -0.02, -0.04], [-0.02, 0.02, -0.17], [-0.12, -0.09, 0.03], [0.10, 0.08, -0.02], [-0.07, 0.04, 0.12], [-0.15, 0.29, -0.06], [0.01, -0.20, -0.10], [-1.92, 1.19, 0.07], [-0.04, -0.33, 0.10], [1.65, -1.54, -0.11], [0.01, -0.04, 0.05], [0.06, 0.01, 0.04], [0.03, 0.00, 0.01], [-0.22, -0.06, 0.00], [0.19, 0.14, 0.07], [-0.08, 0.25, 0.08], [0.54, 0.30, 0.10], [0.12, -0.23, -0.08], [0.10, -0.05, 0.02], [-0.15, 0.80, -0.36], [0.25, -0.28, 0.02], [0.09, -0.26, -0.32], [-0.07, 0.04, -0.05], [0.00, -0.09, 0.12], [-0.01, -0.01, 0.01], [-0.10, 0.31, -0.21], [0.04, -0.40, 0.52], [-0.32, -0.08, 0.06], [0.02, 0.01, 0.07], [-0.05, 0.06, -0.06], [0.10, 0.03, 0.05], [0.47, -0.23, 0.00], [-0.09, -0.02, -0.05], [-0.09, 0.02, 0.01], [-0.05, 0.05, -0.02], [0.09, -0.10, -0.08], [-0.05, -0.07, -0.01], [0.04, -0.02, 0.10], [-0.02, -0.05, 0.05], [0.01, 0.04, 0.04], [-0.01, 0.15, 0.06], [-0.06, -0.02, 0.03], [0.05, 0.04, -0.03], [-0.09, 0.01, -0.04], [-0.03, -0.02, -0.09], [0.12, 0.00, -0.06], [-0.32, 0.17, -0.27], [0.09, -0.72, 0.04], [-0.19, 1.08, -0.13], [0.31, -1.62, 0.09]]}

=====

Entry 3:
{"formula": "CH5NO", "method": "wB97M-V/def2-TZVPD", "homo_lumo_gap_ev": 9.9017, "largest_force_ha_per_bohr": 0.128, "energy_ev": -4651.468, "smiles": "CNO", "homo_energy_ev": -9.1, "charge": 0, "e_above_lowest_kcal_mol": 90.30, "elements": ["C", "N", "O", "H", "H", "H", "H", "H"], "xyz": [[0.393, -0.359, -0.672], [-0.584, 0.587, -0.006], [-0.524, 0.588, 1.379], [0.471, -1.086, 0.166], [1.462, 0.144, -0.980], [-0.027, -1.224, -1.531], [-1.428, -0.085, -0.054], [0.238, 1.436, 1.698]], "forces_ev_per_a": [[1.40, -2.05, 0.02], [-2.71, -1.88, -3.17], [4.66, 3.49, 3.01], [1.26, 0.15, -0.45], [-2.90, -1.34, 0.70], [0.81, 3.44, 1.98], [1.03, 2.01, -0.42], [-3.55, -3.82, -1.68]]}

=====

Entry 4:
{"formula": "C12H19Cl18N2O", "method": "wB97M-V/def2-TZVPD", "homo_lumo_gap_ev": 3.2171, "largest_force_ha_per_bohr": 0.150, "energy_ev": -243177.953, "homo_energy_ev": -1.4, "charge": -1, "e_above_lowest_kcal_mol": 76.73, "elements": ["C", "C", "C", "N", "N", "C", "C", "C", "O", "H", "H", "H", "H", "H", "H", "H", "H", "H", "H", "H", "H", "H", "C", "Cl", "Cl", "Cl", "H", "C", "Cl", "Cl", "Cl", "H", "C", "Cl", "Cl", "Cl", "H", "C", "Cl", "Cl", "Cl", "H", "C", "Cl", "Cl", "Cl", "H", "C", "Cl", "Cl", "Cl", "H"], "xyz": [[-2.786, 1.745, 2.799], [-3.390, 1.418, 1.300], [-2.116, 1.479, 0.219], [-1.243, 0.276, 0.517], [-1.434, 2.791, 0.540], [-1.702, 3.864, -0.491], [0.035, 2.630, 0.859], [1.235, 2.262, -0.196], [0.383, 2.766, 2.168], [-3.600, 1.451, 3.621], [-2.579, 2.907, 2.979], [-1.739, 1.213, 3.011], [-3.930, 0.373, 1.306], [-4.109, 2.305, 0.955], [-1.695, -0.345, 1.223], [-1.178, -0.305, -0.367], [-1.143, 4.876, -0.241], [-2.863, 4.126, -0.418], [-1.456, 3.555, -1.600], [0.886, 1.660, -1.146], [1.690, 3.293, -0.575], [2.137, 1.658, 0.298], [-0.568, 6.122, -3.600], [0.409, 5.642, -2.202], [-1.224, 4.695, -4.420], [-1.876, 7.209, -3.102], [0.076, 6.658, -4.303], [4.874, 0.848, -1.580], [3.588, -0.282, -2.036], [4.362, 2.520, -1.862], [5.334, 0.615, 0.115], [5.748, 0.645, -2.205], [-2.353, -3.798, 1.908], [-4.091, -3.639, 2.215], [-2.023, -3.759, 0.167], [-1.454, -2.519, 2.741], [-2.021, -4.763, 2.299], [2.915, -0.691, -5.643], [3.591, -2.246, -6.155], [3.469, 0.610, -6.710], [1.144, -0.762, -5.615], [3.267, -0.480, -4.630], [1.545, -4.543, 4.981], [1.788, -3.278, 3.765], [0.010, -5.385, 4.706], [2.896, -5.691, 4.964], [1.508, -4.071, 5.966], [-0.086, -7.087, 0.590], [-1.605, -7.626, 1.326], [0.661, -5.812, 1.567], [1.027, -8.452, 0.391], [-0.309, -6.678, -0.399]], "forces_ev_per_a": [[-0.55, 0.49, 0.93], [1.45, 1.24, -0.08], [-2.06, -1.01, 0.71], [-0.38, -0.59, -0.97], [3.19, 0.71, -0.77], [-0.71, 0.51, -0.07], [0.51, 0.17, 5.90], [0.27, 0.51, -0.40], [-1.46, -0.88, -7.54], [1.80, 0.38, -1.46], [-0.42, -2.59, -0.71], [-2.42, 0.99, -0.51], [0.94, 2.02, -0.21], [1.17, -2.11, 1.00], [0.55, 0.82, -0.69], [-0.24, 1.00, 1.61], [-0.99, -2.15, -0.20], [2.46, -0.72, -0.30], [-0.51, 0.38, 1.94], [0.33, 1.30, 2.01], [-0.95, -2.07, 0.75], [-2.28, 1.42, -0.69], [0.17, -0.11, 0.01], [0.15, 0.31, -0.50], [0.11, 0.22, 0.04], [0.12, -0.05, -0.07], [-0.26, -0.18, 0.25], [0.11, 0.14, -0.02], [0.11, 0.06, 0.08], [0.16, -0.26, -0.05], [-0.04, 0.00, -0.25], [-0.32, 0.06, 0.23], [0.16, 0.08, 0.21], [0.15, -0.08, -0.03], [-0.04, -0.05, 0.13], [-0.24, -0.31, -0.17], [-0.10, 0.30, -0.16], [-0.16, 0.05, 0.10], [-0.01, 0.11, 0.08], [-0.01, -0.10, 0.13], [0.30, 0.02, 0.05], [-0.13, -0.06, -0.38], [-0.03, 0.24, -0.04], [0.04, -0.20, 0.26], [0.08, 0.10, 0.41], [-0.10, 0.07, 0.05], [0.01, -0.18, -0.36], [0.11, 0.24, -0.06], [0.09, 0.07, -0.07], [-0.06, -0.26, -0.46], [-0.11, 0.11, -0.03], [0.04, -0.13, 0.35]]}

=====

Entry 5:
{"formula": "C3H10N2O", "method": "wB97M-V/def2-TZVPD", "homo_lumo_gap_ev": 9.6655, "largest_force_ha_per_bohr": 0.117, "energy_ev": -8299.109, "smiles": "NC=O.CNC", "homo_energy_ev": -9.2, "charge": 0, "e_above_lowest_kcal_mol": 55.22, "elements": ["N", "C", "O", "H", "H", "H", "C", "N", "C", "H", "H", "H", "H", "H", "H", "H"], "xyz": [[0.991, -3.045, -2.830], [0.511, -4.118, -3.357], [1.036, -4.993, -4.018], [0.287, -2.442, -2.235], [1.986, -3.034, -2.504], [-0.621, -4.237, -3.365], [0.613, 2.286, 2.595], [-0.194, 2.846, 1.445], [-1.424, 1.885, 1.134], [1.500, 2.852, 2.751], [0.975, 1.319, 1.974], [0.061, 1.994, 3.479], [-0.529, 3.799, 1.636], [-2.151, 1.583, 2.043], [-2.111, 2.374, 0.419], [-0.932, 0.932, 0.836]], "forces_ev_per_a": [[0.73, 4.30, 4.07], [-3.63, -3.73, -2.99], [1.31, 0.27, 0.63], [2.21, -1.77, -1.67], [-1.32, 0.11, -0.70], [0.70, 0.83, 0.67], [-0.39, -2.61, -4.28], [-2.15, -0.94, 0.87], [0.67, 0.75, 2.28], [0.44, 0.66, 0.39], [-0.41, 1.56, 2.23], [-0.07, 0.11, 0.26], [-0.04, -0.66, 0.08], [1.83, 0.89, -1.45], [0.80, -0.50, -0.05], [-0.68, 0.73, -0.33]]}

=====

Entry 6:
{"formula": "C5H8O", "method": "wB97M-V/def2-TZVPD", "homo_lumo_gap_ev": 8.8506, "largest_force_ha_per_bohr": 0.044, "energy_ev": -7359.395, "smiles": "C=C=O.C=CC", "homo_energy_ev": -8.6, "charge": 0, "e_above_lowest_kcal_mol": 65.97, "elements": ["C", "C", "O", "H", "H", "C", "C", "C", "H", "H", "H", "H", "H", "H"], "xyz": [[-1.126, -1.577, 0.596], [-1.089, -0.889, -0.559], [-1.037, -0.914, -1.744], [-1.210, -1.082, 1.547], [-1.327, -2.647, 0.547], [-0.700, 1.160, 0.101], [0.520, 0.724, 0.532], [1.632, 0.438, -0.392], [-1.426, 1.492, 0.835], [-0.831, 1.590, -0.892], [0.731, 0.576, 1.591], [1.349, -0.258, -1.186], [1.910, 1.339, -0.941], [2.579, 0.041, -0.022]], "forces_ev_per_a": [[-0.31, 0.37, 0.19], [0.09, -2.14, -0.76], [0.06, 0.79, 1.05], [0.20, -0.01, -0.08], [-0.13, 0.30, -0.22], [1.03, 1.15, 0.71], [-0.73, 0.19, -0.18], [0.95, 0.03, -1.34], [-0.08, -0.29, -0.03], [0.05, -0.50, 0.07], [-0.42, -0.14, -0.14], [-0.31, -0.01, 0.06], [-0.05, 0.20, 0.00], [-0.36, 0.05, 0.68]]}

=====

Question: Among the records above, which one has the highest charge?
Answer: C24H24N3O2PtSSbSe

=====

Question: charge of number 2 (C24H24N3O2PtSSbSe)?
Answer: +2

=====

Question: What is the formula in the sixth record?
Answer: C5H8O

=====

Question: Which value of charge does entry 6 give?
Answer: 0